1.
C6H9NaO5Pm | ωB97M-V/def2-TZVPD

XYZ file:
```
22
Properties=species:S:1:pos:R:3:lowdin_spin:R:1
O -2.38124 1.12214 -0.87640 -0.0205
C -2.80740 -0.16525 -0.54899 0.0034
C -2.48016 -0.47627 0.88682 -0.0002
O -1.33597 0.14013 1.34755 -0.0115
Pm -0.73721 1.32618 -0.17004 4.0345
H -3.89412 -0.28982 -0.72649 -0.0005
H -3.21769 0.04513 1.53675 -0.0001
O 2.09093 -0.86735 0.52180 0.0002
C 1.03372 -1.65411 0.13783 0.0011
C 0.37236 -1.38121 -1.03827 -0.0005
O 0.43894 -0.09125 -1.58201 -0.0041
C 1.78315 0.40610 -1.51135 0.0010
C 2.10641 0.49809 -0.02163 0.0002
O 1.18364 1.28509 0.57320 -0.0049
Na 0.46526 0.28970 2.51211 0.0009
H 1.04690 -2.64937 0.58244 0.0001
H -0.14561 -2.09359 -1.67325 0.0000
H 1.75966 1.40400 -1.96252 0.0004
H 2.44500 -0.28913 -2.04548 0.0002
H 3.15149 0.82495 0.10641 -0.0003
H -1.92582 -1.67945 0.87211 -0.0003
H -2.15028 -1.13856 -1.19122 0.0009
```

The highest occupied orbital energy (spin up / spin down) is -12.51 / -12.49 eV. As for the expectation value of S²: 6.008. As for the net charge: +1. The calculation puts the molar mass at 329.123 g mol⁻¹. The total energy comes out at -37566.91510 eV. Its spin multiplicity is 5.

2.
C6H9O2 | ωB97M-V/def2-TZVPD

XYZ file:
```
17
Properties=species:S:1:pos:R:3:nbo_charge:R:1
C -0.36001 -0.08463 -0.15710 0.7909
C 2.11814 -1.59195 0.13657 -0.4097
C 1.64933 -0.33203 -0.05968 0.1543
C -2.40833 0.68555 0.10837 -0.1388
C -2.40828 -0.84673 0.09176 -0.1455
C 2.15639 1.08272 0.00602 -0.6974
O -1.02444 1.00784 -0.06951 -0.4171
O -1.01681 -1.16932 -0.16259 -0.4134
H 3.13514 -1.64555 0.41070 0.2544
H 1.48446 -2.57034 0.29594 0.2728
H -2.83602 1.33112 -0.69960 0.2558
H -2.58814 0.99508 1.17697 0.2359
H -2.63531 -1.46088 0.99416 0.2488
H -3.11700 -1.21889 -0.84114 0.2458
H 2.70086 1.43206 -0.83774 0.2607
H 2.75100 1.01446 0.88059 0.2545
H 1.43412 1.82533 0.06032 0.2479
```

The highest occupied orbital energy is -14.51 eV. As for the net charge: +1. The calculation puts the molar mass at 113.136 g mol⁻¹. The total energy comes out at -10451.77951 eV. Its relative energy (zero: lowest compared OMol25 entry of this formula, charge and spin) is 2.931 eV.

3.
C6H9O4Tm | ωB97M-V/def2-TZVPD

XYZ file:
```
20
Properties=species:S:1:pos:R:3:lowdin_spin:R:1
O -1.25475 -2.78222 0.66798 -0.0002
C -0.41776 -2.81408 -0.44764 -0.0008
C 0.61873 -3.63946 -0.56514 -0.0006
H -0.72690 -2.10793 -1.22167 0.0000
H 1.19465 -3.62338 -1.49106 0.0000
H 0.87245 -4.35959 0.21437 0.0001
O 0.76614 1.96097 -1.07288 0.0102
C 1.11013 0.82892 -0.50987 0.0293
O 2.02709 0.19416 -1.10195 0.0147
Tm 1.92740 -1.23196 0.72126 1.9457
O 0.21011 -1.69751 1.95240 -0.0009
C -0.95945 -1.94694 1.64828 0.0005
H -1.79399 -1.83020 2.35081 0.0000
C -0.49506 2.54833 -0.70967 0.0011
H -0.96987 2.83769 -1.65524 0.0001
H -1.10732 1.77564 -0.22616 0.0006
C -0.28367 3.74350 0.19088 0.0002
H 0.19349 3.44708 1.13496 0.0001
H 0.34438 4.49777 -0.30223 0.0000
H -1.25582 4.19919 0.42259 0.0000
```

The highest occupied orbital energy (spin up / spin down) is -16.88 / -16.80 eV. As for the expectation value of S²: 2.003. As for the net charge: +2. The calculation puts the molar mass at 314.068 g mol⁻¹. The total energy comes out at -44068.33338 eV. Its relative energy (zero: lowest compared OMol25 entry of this formula, charge and spin) is 0.000 eV. Its spin multiplicity is 3.

4.
C6H9O6S2 | ωB97M-V/def2-TZVPD

XYZ file:
```
23
Properties=species:S:1:pos:R:3:nbo_charge:R:1
C -0.76649 2.75191 0.84195 1.0724
C -0.47140 -0.79641 -0.85803 -0.5588
C 0.13780 0.15940 0.22633 -0.8637
C -2.36661 -1.98083 0.43599 -0.6281
C 2.88671 1.12248 0.71237 -0.8187
C -1.92638 -1.18188 -0.87079 -0.3708
O 0.32340 3.03187 0.91690 -0.5358
O -1.90881 2.51901 0.82912 -0.5437
O 1.41958 0.61757 -2.31721 -0.9463
O -0.72950 1.63349 -1.80175 -0.9874
O 2.32740 -1.50256 0.09079 -0.9738
O 1.68350 -0.50398 2.26823 -0.9971
S 0.24508 0.63740 -1.45101 2.1079
S 1.76689 -0.35068 0.80696 2.0766
H 0.08368 -1.70183 -0.96958 0.2389
H -1.61664 -2.77812 0.64063 0.1999
H -3.21768 -2.49852 0.00108 0.2034
H -2.45220 -1.17658 1.12889 0.2316
H 3.65197 1.06293 1.53162 0.2307
H 3.34044 1.14445 -0.23491 0.2269
H 2.33768 1.94578 0.80899 0.2302
H -2.76703 -0.35205 -0.87713 0.2152
H -1.98137 -1.80285 -1.85944 0.1905
```

The highest occupied orbital energy is -4.64 eV. As for the net charge: -1. The calculation puts the molar mass at 241.266 g mol⁻¹. The total energy comes out at -40321.69618 eV. Its relative energy (zero: lowest compared OMol25 entry of this formula, charge and spin) is 0.206 eV.

Which value of net charge does entry 3 give?
+2